C7H10 | ωB97M-V/def2-TZVPD

The calculation puts the HOMO energy at -7.979 eV. The LUMO energy comes out at 0.9827 eV. The HOMO-LUMO gap comes out at 8.961 eV. The value obtained for the energy relative to the best compared isomer or geometry (same formula, charge and spin) is 110.51 kcal/mol. Its total charge is 0.

```
17
Properties=species:S:1:pos:R:3:forces:R:3:mulliken_charge:R:1
C 1.362 1.339 -0.253 0.3369 1.1782 -1.6762 -0.7953
C 0.417 1.183 -1.225 0.7309 0.6169 -0.2448 -0.1731
C 0.091 -0.152 -1.785 -0.0334 0.0380 0.3801 -0.4406
C -0.802 -0.564 -0.581 -0.4741 -1.4970 0.4633 -0.7063
C -0.030 -0.806 0.692 2.1088 2.3385 0.7197 -0.3365
C -0.812 -0.806 1.908 0.0850 0.3171 0.5530 -0.6721
C -1.392 -0.679 2.959 0.1662 -0.1028 -0.3860 0.2075
H 2.328 0.848 -0.367 -0.3296 -0.4547 0.4003 0.3026
H 1.409 2.269 0.300 -0.0317 0.0923 -0.0324 0.3115
H 0.853 0.294 0.736 -2.0023 -2.7909 0.3586 0.0598
H -0.337 1.951 -1.386 -0.0067 -0.0977 0.2427 0.2824
H -0.460 -0.144 -2.735 0.0860 0.0643 0.3981 0.2612
H 0.952 -0.827 -1.879 -0.1339 0.2031 0.0942 0.2838
H -1.699 0.069 -0.514 0.4614 -0.1358 0.2694 0.3576
H 0.595 -1.708 0.560 -0.1870 0.3896 0.2936 0.3070
H -1.115 -1.613 -0.516 -0.7961 -0.0690 -1.6355 0.3365
H -1.879 -0.552 3.900 0.0195 -0.0900 -0.1981 0.4140
```
Positions in Å, forces in eV/Å.